Record 1
Entry from the OMol25 dataset: a 2-piece molecular cluster, C4H11N2S overall in a non-equilibrium geometry (ωB97M-V with the def2-TZVPD basis set).

Cartesian coordinates (Å):
C -1.49 1.30 0.14
C 2.06 0.66 0.12
C -2.28 0.29 0.94
C 0.86 -0.23 0.10
N -1.49 2.24 -0.61
N 1.00 -1.24 -0.92
S -2.78 -1.01 -0.28
H 3.01 0.18 -0.11
H 2.08 1.09 1.13
H 2.05 1.45 -0.56
H -3.25 0.54 1.32
H -1.59 -0.17 1.59
H 0.43 -0.65 0.94
H -0.73 2.72 -1.10
H 0.50 -0.99 -1.83
H 0.46 -2.03 -0.67
H 2.02 -1.27 -1.10
H -2.60 -0.09 -1.27

The calculated total energy is -666.2844 a.u. As for the net charge: +1. The calculation puts the energy above the lowest of the compared OMol25 structures with the same formula, charge and spin at 115.2 kcal per mole. The calculation puts the gap between HOMO and LUMO (alpha / beta) at 8.5 / 6.7 eV.

Here are the Mulliken charges for atoms 1 to 5, given in e: 0.26, -1.31, -0.44, -0.30, -0.37

***

Record 2
Entry from the OMol25 dataset: a 5-piece molecular cluster, CH11O5 overall in a non-equilibrium geometry (ωB97M-V with the def2-TZVPD basis set).

Cartesian coordinates (Å):
C -0.46 1.31 3.15
O -0.30 2.61 2.73
H -0.63 1.24 4.26
H 0.33 0.59 2.94
H -1.43 0.89 2.84
H -1.83 -3.16 -3.61
H -0.31 -2.87 -3.31
O -0.93 -3.27 -3.93
H 0.28 2.63 1.93
H -0.21 0.47 -2.18
O 0.43 0.33 -1.49
H 1.32 -2.51 -0.23
H 0.65 -1.63 -1.11
O 0.71 -2.60 -0.97
H 1.23 2.77 -0.44
H 0.42 1.02 -0.70
O 0.72 2.18 0.13

The calculated total energy is -420.9146 a.u. As for the net charge: -1. The calculation puts the energy above the lowest of the compared OMol25 structures with the same formula, charge and spin at 22.7 kcal per mole. The calculation puts the gap between HOMO and LUMO at 8.1 eV.

Here are the Mulliken charges for atoms 1 to 5, given in e: -0.58, -0.50, 0.24, 0.23, 0.22

***

Record 3
Entry from the OMol25 dataset: an isolated molecule of C26H32N4O3 in a non-equilibrium geometry (ωB97M-V with the def2-TZVPD basis set).

Cartesian coordinates (Å):
C -5.56 -2.49 1.58
C -4.71 -2.02 0.29
C -3.38 -1.86 0.08
C -2.58 -2.40 1.14
C -3.03 -1.41 -1.22
O -3.80 -1.47 -2.31
N -1.85 -1.06 -1.18
C -1.30 -0.28 -2.52
C 0.18 -0.27 -2.47
N 0.82 0.47 -1.65
C 0.96 0.01 -0.32
N 0.36 -0.55 0.61
C 0.77 -0.27 1.79
C 1.34 1.12 1.87
C 0.24 2.41 2.25
C -0.90 2.02 1.64
C -2.12 1.41 2.32
C -3.28 1.06 1.47
C -3.47 1.50 0.21
O -4.56 1.55 -0.59
C -2.55 2.51 -0.47
C -1.09 2.60 0.23
N 1.84 1.24 0.33
C 2.12 2.17 -0.45
C 1.83 1.44 -1.74
C 3.25 0.78 -2.30
C 3.80 -0.09 -1.07
C 3.38 -1.24 -1.18
C 3.95 -2.09 0.13
C 4.87 -1.75 0.94
O 5.33 -2.24 1.90
C 5.42 -0.16 0.59
C 4.81 0.34 -0.35
H -4.92 -2.66 2.28
H -6.52 -1.80 1.88
H -6.10 -3.53 1.28
H -5.43 -1.68 -0.44
H -1.74 -2.93 0.61
H -2.80 -2.99 2.19
H -1.91 -1.63 1.43
H -1.29 -1.10 -0.24
H -1.57 0.80 -2.45
H -1.74 -0.77 -3.28
H 0.53 -1.43 -2.11
H 0.55 -0.25 -3.56
H 1.48 -1.00 2.37
H -0.02 -0.47 2.67
H 2.39 1.23 2.52
H 0.97 3.31 1.78
H 0.30 2.18 3.33
H -1.81 0.98 3.02
H -3.91 0.55 1.87
H -5.23 0.81 -0.03
H -2.53 2.75 -1.32
H -0.43 3.19 -0.19
H 1.49 3.02 -0.63
H 3.17 2.45 -0.40
H 1.58 2.02 -2.43
H 3.99 1.64 -2.65
H 3.05 0.03 -3.38
H 2.58 -1.92 -1.55
H 3.45 -3.22 0.35
H 4.95 -3.03 2.15
H 6.18 0.20 1.19
H 5.34 1.31 -0.63

Its SMILES is C/C=C(\C)C(=O)NCCN1C2=NC[C@H](Cc3ccc(O)cc3)N2C[C@H]1Cc1ccc(O)cc1. The calculated total energy is -1453.7568 a.u. The calculation puts the energy above the lowest of the compared OMol25 structures with the same formula, charge and spin at 662.9 kcal per mole. The calculation puts the gap between HOMO and LUMO at 7.9 eV.

Here are the Mulliken charges for atoms 1 to 5, given in e: -1.46, -0.66, 1.18, -1.21, 0.64

***

Record 4
Entry from the OMol25 dataset: an isolated ion of composition C5H2O4S2 and charge -2 in a non-equilibrium geometry (ωB97M-V with the def2-TZVPD basis set).

Cartesian coordinates (Å):
O 1.95 -0.53 1.80
C 0.92 -0.89 1.24
O 0.17 -1.78 1.65
C 0.42 -0.04 0.01
C 1.15 -0.73 -1.35
O 1.57 0.09 -2.12
O 1.11 -1.94 -1.37
C -1.06 -0.06 0.06
C -1.74 1.14 0.07
S -0.81 2.70 0.03
S 0.94 1.65 -0.13
H -1.78 -0.94 0.10
H -2.82 1.32 0.02

Its SMILES is O=C([O-])C1(C(=O)[O-])C=CSS1. The calculated total energy is -1289.0579 a.u. As for the net charge: -2. The calculation puts the energy above the lowest of the compared OMol25 structures with the same formula, charge and spin at 0.0 kcal per mole. The calculation puts the gap between HOMO and LUMO at 4.9 eV.

Here are the Mulliken charges for atoms 1 to 5, given in e: -0.74, 0.34, -0.74, 1.19, 0.37

***

Q: Look up the calculated total energy of the third one.
A: -1453.7568 a.u.